(1)
Computed, not measured: a 7-piece molecular cluster, C26H72N6O8 overall, with wB97M-V/def2-TZVPD.

Calculated values
HOMO level in hartree: -0.284
SMILES string: COC[C@H](C)N.COC[C@H](C)N.COC[C@H](C)N.COC[C@H](C)N.COC[C@H](C)N.COC[C@H](C)N.OCCO
Maximum force in eV Å⁻¹: 9.95
Kohn-Sham gap in eV: 8.2
Energy relative to the best compared isomer or geometry (same formula, charge and spin) in kcal/mol: 94.7
Lowest unoccupied orbital energy in Eh: 0.01893

The geometry in ORCA input format:
```
! wB97M-V def2-TZVPD RIJCOSX def2/J DEFGRID3
* xyz 0 1
C 2.8010 -4.9370 3.8250
O 2.4290 -3.8760 4.7090
C 2.2770 -2.6690 4.0340
C 1.3510 -1.8260 4.8720
C -0.0590 -2.4230 4.8280
N 1.3980 -0.4790 4.4460
H 2.2040 -5.0170 2.9000
H 2.7090 -5.9220 4.3900
H 3.8640 -4.9110 3.5940
H 3.1950 -2.1310 3.7590
H 1.7750 -2.8040 3.0680
H 1.7230 -1.8910 5.8380
H -0.5960 -2.1680 3.9390
H -0.6400 -1.9970 5.6530
H -0.0190 -3.4640 5.0030
H 0.6910 0.0520 4.9700
H 1.0840 -0.4670 3.5080
C -4.2190 1.8910 2.5350
O -3.6170 1.1120 3.5840
C -2.4280 1.6920 3.9880
C -1.7120 0.7280 4.9510
C -2.5420 0.4360 6.1940
N -0.4280 1.2860 5.3400
H -3.5580 2.1020 1.6990
H -4.5380 2.8810 2.9100
H -5.0230 1.3760 2.0090
H -1.7920 1.8820 3.1390
H -2.6530 2.6540 4.4070
H -1.6520 -0.2370 4.3970
H -2.0250 -0.2690 6.8590
H -3.5600 0.0270 5.8660
H -2.8750 1.3400 6.7650
H -0.5390 2.1660 5.8400
H 0.1140 1.5000 4.5060
C -0.5190 -1.7810 -5.4790
O 0.1590 -0.9610 -4.6180
C 1.3420 -1.5500 -4.0600
C 1.8940 -0.5470 -3.0260
C 2.6600 0.5570 -3.7160
N 2.8080 -1.2140 -2.1500
H -0.9480 -2.6550 -4.9340
H 0.1800 -2.1090 -6.2780
H -1.2810 -1.2580 -5.8830
H 1.0550 -2.4540 -3.4780
H 2.0360 -1.7860 -4.8320
H 1.1070 -0.0420 -2.3960
H 2.0600 1.4010 -3.9350
H 3.2330 0.2510 -4.6170
H 3.3400 0.9760 -2.9790
H 3.5230 -1.6730 -2.7230
H 2.3450 -2.0200 -1.9030
C -2.6220 1.1670 -5.0660
O -1.9680 2.3880 -4.9070
C -0.5260 2.2510 -4.8250
C 0.0820 3.5850 -5.0650
C 1.5850 3.6510 -4.8230
N -0.5480 4.4640 -4.1150
H -2.2220 0.6640 -5.9820
H -3.6910 1.3170 -5.1510
H -2.4280 0.6150 -4.1300
H -0.1660 1.8550 -3.8370
H -0.0910 1.6130 -5.5540
H -0.2020 3.7330 -6.1110
H 1.8310 3.5770 -3.7980
H 1.8910 4.6690 -5.1770
H 2.1070 2.8650 -5.3380
H -1.5300 4.3120 -4.3610
H -0.3660 5.4470 -4.4250
C -1.6050 -1.9930 -1.9700
O -0.6880 -2.5560 -1.0300
C 0.0300 -1.5670 -0.2770
C -0.4320 -1.6220 1.1580
C -1.9440 -1.3290 1.3780
N 0.3510 -0.5500 1.7490
H -2.1720 -2.7610 -2.5300
H -1.1350 -1.3520 -2.6890
H -2.4050 -1.4120 -1.4120
H 1.0380 -1.7910 -0.4040
H -0.1250 -0.6080 -0.6960
H -0.1860 -2.5100 1.6970
H -2.1570 -1.1490 2.3890
H -2.4830 -2.2040 1.0140
H -2.3230 -0.4550 0.8400
H -0.1800 0.2680 1.5960
H 1.1060 -0.2940 1.1200
C -3.7350 1.5770 -1.2140
O -2.7060 2.4270 -0.7580
C -1.4520 2.2100 -1.3440
C -0.4360 2.5400 -0.2480
C 1.0060 2.0470 -0.5980
N -0.9060 1.8260 0.8730
H -3.7830 1.5780 -2.2930
H -4.6380 1.9260 -0.7770
H -3.6530 0.5620 -0.8880
H -1.2180 1.1700 -1.6680
H -1.3030 2.8890 -2.2030
H -0.3300 3.6020 -0.1280
H 1.3980 2.4820 -1.4740
H 1.0730 0.9680 -0.6920
H 1.7560 2.3000 0.1090
H -1.9150 1.8480 0.7980
H -0.6640 2.3570 1.7420
O 3.0340 -0.1630 0.5280
C 3.7170 -1.0240 1.3570
C 3.6010 -2.4980 0.8970
O 4.2980 -3.2520 1.5880
H 3.0080 -0.5420 -0.3700
H 4.8290 -0.7010 1.3610
H 3.2690 -0.8440 2.3540
H 4.0040 -2.6370 -0.1830
H 2.6030 -2.7810 1.0060
H 5.1850 -2.9230 1.6400
*
```

(2)
Computed, not measured: a 10-piece molecular cluster, C26H72NO10 overall, with wB97M-V/def2-TZVPD.

Calculated values
HOMO level in hartree: -0.427
Maximum force in eV Å⁻¹: 9.00
Kohn-Sham gap in eV: 7.6
Lowest unoccupied orbital energy in Eh: -0.14911

The geometry in ORCA input format:
```
! wB97M-V def2-TZVPD RIJCOSX def2/J DEFGRID3
* xyz 1 1
C 0.3331 3.5161 0.1132
C -0.6041 2.3894 -0.6335
C 0.2470 1.2087 -1.3879
C 0.2981 -0.2271 -0.5990
C 1.2901 -0.2706 0.7063
C 2.8182 -0.8409 0.3668
N 3.5913 0.3237 -0.2123
C 4.1524 0.0526 -1.6181
C 4.6308 1.5544 -2.1772
O 5.7508 2.0638 -1.6009
H -0.3523 4.1133 0.8821
H 1.2334 2.9819 0.6775
H 0.8015 4.3179 -0.6054
H -1.3623 1.9017 0.1338
H -1.2387 2.9380 -1.4623
H 1.3349 1.6033 -1.6726
H -0.2796 1.0057 -2.4398
H 0.6975 -1.0331 -1.3819
H -0.7911 -0.4798 -0.2142
H 1.4191 0.7552 1.2566
H 0.8159 -1.0718 1.4532
H 3.3392 -1.0974 1.4095
H 2.8176 -1.8098 -0.2903
H 4.4114 0.5670 0.4208
H 2.9741 1.1781 -0.2825
H 5.0711 -0.7089 -1.5939
H 3.3045 -0.4038 -2.3148
H 3.9855 2.1154 -2.9792
C -1.8289 -2.0933 3.6376
C -2.4590 -1.2211 2.5717
O -2.4027 -1.8762 1.3131
H -0.7864 -2.3149 3.3866
H -1.8602 -1.6005 4.6134
H -2.3500 -3.0535 3.7105
H -1.9221 -0.2717 2.4869
H -3.5055 -1.0056 2.8088
H -2.8896 -2.7141 1.3966
C -0.6045 -4.8547 -1.0930
C -0.9127 -4.1099 -2.3753
O -2.2776 -3.7188 -2.3930
H -1.2406 -5.7412 -1.0006
H 0.4432 -5.1673 -1.0657
H -0.8074 -4.2248 -0.2208
H -0.7295 -4.7500 -3.2434
H -0.2897 -3.2151 -2.4689
H -2.4279 -3.1440 -1.6230
C 2.3994 1.4862 5.3947
C 1.3775 1.0861 4.3508
O 1.6308 -0.2386 3.9067
H 3.4127 1.4251 4.9843
H 2.2208 2.5069 5.7443
H 2.3622 0.8078 6.2533
H 1.4329 1.7530 3.4854
H 0.3625 1.1321 4.7574
H 1.5709 -0.8240 4.6811
C 3.6465 -1.7073 9.6871
C 3.3383 -0.9625 8.4048
O 1.9734 -0.5713 8.3871
H 3.0104 -2.5937 9.7795
H 4.6941 -2.0199 9.7144
H 3.4435 -1.0774 10.5593
H 3.5214 -1.6025 7.5367
H 3.9613 -0.0676 8.3112
H 1.8231 0.0035 9.1571
C -3.9069 4.7081 -4.0011
C -3.8135 5.3899 -2.6519
O -2.6663 4.9285 -1.9537
H -3.9646 3.6214 -3.8800
H -4.7888 5.0496 -4.5504
H -3.0153 4.9146 -4.6021
H -4.6959 5.1632 -2.0463
H -3.7424 6.4761 -2.7650
H -1.8875 5.1421 -2.4958
C -4.2183 1.6459 -7.8225
C -3.2379 1.8134 -6.6802
O -3.9354 2.1336 -5.4855
H -4.7964 2.5638 -7.9710
H -3.6959 1.4031 -8.7522
H -4.9364 0.8491 -7.6030
H -2.5360 2.6248 -6.8938
H -2.6649 0.8955 -6.5169
H -4.5501 1.4030 -5.2999
C 0.8410 1.5651 -7.0424
C 0.3275 2.5157 -8.1039
O 0.2080 3.8244 -7.5661
H 0.1639 1.5469 -6.1821
H 0.9346 0.5505 -7.4398
H 1.8185 1.8900 -6.6714
H -0.6588 2.1998 -8.4561
H 1.0059 2.5493 -8.9620
H 1.0907 4.0990 -7.2639
C -4.6493 -1.8255 7.1557
C -5.2794 -0.9533 6.0898
O -5.2231 -1.6084 4.8312
H -3.6068 -2.0472 6.9047
H -4.6806 -1.3328 8.1315
H -5.1704 -2.7857 7.2286
H -4.7425 -0.0040 6.0050
H -6.3258 -0.7379 6.3269
H -5.7100 -2.4463 4.9147
C 4.9642 -3.9400 -2.4882
C 3.7170 -3.9834 -1.6300
O 3.3187 -5.3302 -1.4208
H 4.7834 -4.4225 -3.4543
H 5.2818 -2.9082 -2.6627
H 5.7837 -4.4850 -2.0085
H 2.8945 -3.4566 -2.1227
H 3.8934 -3.5143 -0.6571
H 4.0526 -5.7872 -0.9751
*
```

M per entry: 596.90; 558.86 g/mol